a | {
  "formula": "H2NO4P",
  "method": "ωB97M-V/def2-TZVPD",
  "gap_ev": 9.82,
  "lumo_energy_ha": -0.020,
  "mol_weight_g_mol": 110.993,
  "homo_ev": -10.349,
  "species": ["N", "O", "O", "O", "O", "P", "H", "H"],
  "coordinates": [[-1.10, 0.12, 0.10], [-1.81, -0.78, 0.46], [-1.31, 1.41, 0.24], [1.01, -1.38, -0.06], [1.34, 1.07, -0.52], [0.49, -0.20, -0.99], [0.42, -1.84, 0.51], [0.96, 1.60, 0.25]],
  "lowdin_charge": [-0.4489, 0.0287, -0.0731, -0.2456, -0.2810, 0.8836, 0.0399, 0.0964]
}

b | {
  "formula": "H2NO4P",
  "method": "ωB97M-V/def2-TZVPD",
  "gap_ev": 10.00,
  "lumo_energy_ha": -0.012,
  "mol_weight_g_mol": 110.993,
  "smiles": "O=NO.O=PO",
  "homo_ev": -10.321,
  "species": ["O", "N", "O", "H", "O", "P", "O", "H"],
  "coordinates": [[-0.41, 1.20, -1.78], [-0.56, 0.75, -0.67], [-1.47, 1.35, -0.02], [-1.92, 0.81, 0.77], [-0.09, -1.68, 1.48], [0.61, -1.63, 0.20], [1.80, -0.60, 0.43], [2.04, -0.20, -0.41]],
  "lowdin_charge": [0.0236, -0.2287, 0.0262, 0.2006, -0.4634, 0.7153, -0.3053, 0.0317]
}

Last place for stability: b

a | {
  "formula": "C2H9O3",
  "method": "ωB97M-V/def2-TZVPD",
  "gap_ev": 8.09,
  "lumo_energy_ha": 0.159,
  "total_charge": -1,
  "mol_weight_g_mol": 81.091,
  "homo_ev": -3.750,
  "species": ["C", "O", "C", "H", "H", "H", "H", "H", "H", "H", "O", "H", "H", "O"],
  "coordinates": [[0.07, -1.01, 0.13], [0.53, 0.08, -0.55], [0.28, -0.88, 1.66], [-0.99, -1.31, -0.09], [0.50, -2.00, -0.20], [-0.64, -0.59, 2.16], [0.61, -1.86, 2.05], [1.08, -0.19, 1.89], [-0.66, 1.18, 0.09], [-1.13, 2.58, 0.23], [-1.16, 1.76, 0.71], [0.70, 1.44, -3.15], [0.43, 0.24, -1.96], [0.39, 0.55, -2.98]],
  "lowdin_charge": [-0.4846, -0.3204, -0.1209, 0.0887, 0.0819, 0.0448, 0.0450, 0.0540, -0.0118, -0.0047, -0.1014, -0.0295, -0.0329, -0.2083]
}

b | {
  "formula": "C2H9O3",
  "method": "ωB97M-V/def2-TZVPD",
  "gap_ev": 8.38,
  "lumo_energy_ha": 0.153,
  "total_charge": -1,
  "mol_weight_g_mol": 81.091,
  "homo_ev": -4.214,
  "species": ["C", "O", "C", "H", "H", "H", "H", "H", "H", "H", "O", "H", "H", "O"],
  "coordinates": [[0.51, 0.01, -1.03], [-0.45, -0.98, -0.80], [0.84, -0.04, -2.56], [1.43, -0.19, -0.48], [0.13, 1.00, -0.82], [0.75, -1.08, -2.86], [1.78, 0.40, -2.87], [-0.02, 0.43, -3.04], [-0.31, 0.57, 1.94], [0.35, 1.93, 2.56], [0.57, 1.06, 2.25], [-2.12, -0.68, 1.24], [-0.84, -0.77, 0.09], [-1.36, -0.29, 1.64]],
  "lowdin_charge": [-0.3586, -0.1273, -0.1067, 0.1015, 0.1036, 0.0544, 0.0506, 0.0563, -0.0689, -0.0310, -0.1914, -0.0918, 0.0130, -0.4037]
}

Last place for stability: b